A single C5H10S3 molecule, computed with ωB97M-V/def2-TZVPD.

```
18
Properties=species:S:1:pos:R:3:mulliken_charge:R:1
C -2.15 -1.11 -1.27 -0.7500
S -0.52 -1.31 -2.04 -0.0322
C 0.52 -0.09 -1.54 0.2033
S 2.01 0.04 -2.13 -0.2425
C 0.01 0.82 -0.44 -0.9580
C 0.47 0.46 0.99 0.2505
C 1.94 0.46 1.19 -1.5781
S -0.15 -1.07 1.77 -0.1595
H -2.76 -0.44 -2.02 0.2766
H -2.18 -0.58 -0.33 0.2839
H -2.64 -2.10 -1.29 0.3095
H -1.09 0.84 -0.39 0.2832
H 0.33 1.86 -0.67 0.4093
H 0.08 1.25 1.67 0.3641
H 2.43 1.37 0.86 0.3334
H 2.37 -0.41 0.70 0.4049
H 2.09 0.29 2.26 0.4288
H -0.78 -0.29 2.68 0.1729
```

The spin multiplicity is 1. For the energy above the lowest of the compared OMol25 structures with the same formula, charge and spin, the calculation gives 24.04 kcal/mol. As for the structure (SMILES): CSC(=S)C[C@H](C)S. The HOMO energy is -8.5 eV. The total energy is -37851.930 eV. The HOMO-LUMO gap comes out at 0.3127 hartree.

---

A single C5H10S3 molecule, computed with ωB97M-V/def2-TZVPD.

```
18
Properties=species:S:1:pos:R:3:mulliken_charge:R:1
C 1.06 -1.28 0.38 -1.4324
C 0.97 -0.18 -0.64 -0.6159
C -0.32 0.59 -0.47 0.4028
C -0.57 1.31 0.86 -1.6300
S -0.43 1.81 -1.84 -0.1458
C -1.79 -0.50 -0.81 0.1046
S -2.95 -0.58 0.31 -0.1989
S -1.49 -1.55 -2.13 -0.0982
H 1.17 -0.81 1.32 0.3449
H 0.13 -1.81 0.27 0.3235
H 1.79 -1.79 0.03 0.5650
H 1.06 -0.72 -1.58 0.3822
H 1.94 0.49 -0.48 0.3901
H 0.36 1.93 1.07 0.3435
H -0.76 0.54 1.57 0.4327
H -1.52 1.69 0.69 0.5248
H 0.81 2.16 -1.56 0.1249
H -2.74 -2.19 -1.77 0.1822
```

The spin multiplicity is 1. For the energy above the lowest of the compared OMol25 structures with the same formula, charge and spin, the calculation gives 61.01 kcal/mol. As for the structure (SMILES): CC[C@@](C)(S)C(=S)S. The HOMO energy is -8.7 eV. The total energy is -37850.327 eV. The HOMO-LUMO gap comes out at 0.3072 hartree.

---

A single C5H10Si molecule, computed with ωB97M-V/def2-TZVPD.

```
16
Properties=species:S:1:pos:R:3:mulliken_charge:R:1
C 1.37 0.05 -0.13 -0.0330
C 2.45 0.73 -0.28 -0.3757
C -0.61 1.41 0.15 -0.9476
C -1.72 0.36 0.05 -0.2183
C -1.26 -1.03 -0.36 -0.7954
Si 0.45 -1.48 0.16 0.2712
H 3.39 0.19 -0.56 0.2456
H 2.73 1.85 -0.16 0.2094
H -0.17 1.78 1.13 0.3482
H -0.46 2.27 -0.49 0.2889
H -2.06 0.37 1.14 0.1985
H -2.60 0.56 -0.58 0.3439
H -1.95 -1.75 0.01 0.3989
H -1.31 -1.10 -1.40 0.3584
H 1.06 -2.75 -0.29 -0.1726
H 0.70 -1.47 1.62 -0.1203
```

The spin multiplicity is 1. For the energy above the lowest of the compared OMol25 structures with the same formula, charge and spin, the calculation gives 85.40 kcal/mol. The HOMO energy (alpha / beta) is -7.8 / -7.8 eV. The total energy is -13220.135 eV. The HOMO-LUMO gap (alpha / beta) comes out at 0.3105 / 0.3105 hartree.

---

A molecular structure, C5H11As2Cl8F12OY, computed with ωB97M-V/def2-TZVPD.

```
40
Properties=species:S:1:pos:R:3:mulliken_charge:R:1
Y -1.89 1.09 -1.35 1.6668
C -0.26 3.99 -1.58 -0.6469
O -0.64 2.86 -2.34 -0.5889
H -1.13 4.51 -1.15 0.2618
H 0.38 3.73 -0.72 0.2191
H 0.26 4.71 -2.22 0.2732
As 0.02 -0.45 -4.62 2.1145
F -0.72 0.01 -3.00 -0.3749
F 0.61 1.18 -4.65 -0.4410
F 0.62 -0.74 -6.22 -0.4836
F -0.63 -2.07 -4.56 -0.4888
F -1.56 0.05 -5.21 -0.5057
F 1.45 -1.01 -3.82 -0.4409
As -0.36 0.84 1.44 2.1820
F -0.95 1.34 2.97 -0.4245
F -1.69 -0.29 1.27 -0.4431
F 0.03 0.34 -0.27 -0.5586
F 0.81 2.07 1.30 -0.4014
F 0.72 -0.29 2.15 -0.4186
F -1.51 1.96 0.62 -0.5695
C -2.43 -3.32 -1.99 -0.1354
Cl -4.18 -3.14 -2.06 -0.1542
Cl -1.73 -2.16 -0.83 -0.0396
H -2.13 -4.29 -1.61 0.3079
H -1.99 -3.20 -2.97 0.1170
C 2.47 -1.47 4.88 -0.1034
Cl 4.18 -1.59 4.53 -0.1563
Cl 2.07 -2.15 6.49 -0.1734
H 2.17 -0.43 4.87 0.2459
H 1.88 -1.98 4.12 0.1838
C -2.92 -0.38 4.68 -0.2170
Cl -1.27 -0.95 4.82 -0.0723
Cl -4.20 -1.41 5.44 -0.1794
H -2.97 0.58 5.19 0.3127
H -3.12 -0.18 3.63 0.1418
C 4.14 0.41 -1.58 -0.2666
Cl 2.76 1.35 -1.10 -0.0459
Cl 5.20 -0.02 -0.22 -0.1763
H 3.77 -0.50 -2.03 0.1503
H 4.74 0.97 -2.29 0.3295
```

The spin multiplicity is 1. For the energy above the lowest of the compared OMol25 structures with the same formula, charge and spin, the calculation gives 7.50 kcal/mol. The HOMO energy is -10.0 eV. The total energy is -262927.831 eV. The HOMO-LUMO gap comes out at 0.2582 hartree.

---

2 unconnected molecules or ions with the total composition C5H11B, computed with ωB97M-V/def2-TZVPD.

```
17
Properties=species:S:1:pos:R:3:mulliken_charge:R:1
B 0.28 -0.76 -0.23 0.1671
C -2.51 0.67 0.43 -0.4864
C -1.71 0.41 -0.58 -0.4970
C 0.18 -2.27 0.11 -0.8822
C 1.31 1.62 0.08 -1.1091
C 1.55 0.15 -0.28 -0.4667
H -3.42 1.24 0.31 0.2562
H -2.30 0.33 1.43 0.1829
H -1.84 0.72 -1.60 0.3053
H -0.60 -2.80 -0.42 0.2940
H -0.08 -2.34 1.17 0.3151
H 1.12 -2.80 -0.02 0.3188
H 2.23 2.20 -0.01 0.3551
H 0.56 2.05 -0.58 0.2958
H 0.95 1.71 1.10 0.3042
H 1.94 0.11 -1.30 0.3051
H 2.34 -0.24 0.37 0.3417
```

The spin multiplicity is 1. For the energy above the lowest of the compared OMol25 structures with the same formula, charge and spin, the calculation gives 66.54 kcal/mol. The HOMO energy is -8.4 eV. The total energy is -6036.666 eV. The HOMO-LUMO gap comes out at 0.3330 hartree.

---

2 unconnected molecules or ions with the total composition C5H11BFNO6S, computed with ωB97M-V/def2-TZVPD.

```
26
Properties=species:S:1:pos:R:3:mulliken_charge:R:1
N 1.60 -0.16 2.00 -0.7736
B 0.55 -0.26 0.94 0.3032
C 0.31 0.96 0.01 -0.1599
C 1.53 1.19 -0.93 -0.5472
C 1.19 1.23 -2.40 -0.7324
O 0.75 -0.01 -2.93 -0.4969
C -0.28 -1.60 0.75 -0.3778
C 0.39 -2.74 1.38 0.3540
O 0.37 -3.14 2.51 -0.5672
F 1.24 -3.39 0.52 -0.2889
H 1.23 -0.56 2.86 0.2841
H 2.41 -0.72 1.77 0.2517
H 0.22 1.83 0.66 0.1705
H -0.64 0.88 -0.52 0.2810
H 1.99 2.15 -0.68 0.2574
H 2.31 0.44 -0.77 0.2608
H 2.06 1.59 -2.96 0.3417
H 0.38 1.94 -2.57 0.3623
H 1.40 -0.68 -2.69 0.3003
H -1.26 -1.46 1.22 0.3456
H -0.46 -1.81 -0.30 0.3661
O -4.70 0.91 -0.42 -0.7886
S -3.48 0.87 0.42 1.1412
O -2.60 -0.27 -0.02 -0.7067
O -3.83 0.66 1.86 -0.8000
O -2.70 2.13 0.27 -0.7809
```

The spin multiplicity is 1. The HOMO energy is 0.1 eV. The total energy is -33368.481 eV. The HOMO-LUMO gap comes out at 0.1730 hartree. Its charge is -2.

---

A single C5H11BO molecule, computed with ωB97M-V/def2-TZVPD.

```
18
Properties=species:S:1:pos:R:3:mulliken_charge:R:1
C -2.15 -0.34 -0.60 -0.9161
B -1.53 0.28 0.76 0.4653
O -0.33 0.81 0.89 -0.5741
C 0.82 0.65 0.19 0.5860
C 1.37 1.99 -0.29 -1.0416
C 1.36 -0.50 0.00 0.0587
C 0.75 -1.83 0.31 -1.1244
H -3.00 0.24 -0.64 0.3343
H -2.49 -1.37 -0.43 0.2759
H -1.37 -0.20 -1.36 0.2788
H -2.33 0.81 1.56 -0.1295
H 1.05 2.42 -1.36 0.2208
H 2.48 1.62 -0.27 0.2809
H 1.19 2.70 0.55 0.2702
H 2.39 -0.69 -0.58 0.1810
H 1.53 -2.56 0.73 0.3615
H -0.04 -1.81 1.15 0.2084
H 0.31 -2.23 -0.61 0.2638
```

The spin multiplicity is 1. For the energy above the lowest of the compared OMol25 structures with the same formula, charge and spin, the calculation gives 21.73 kcal/mol. As for the structure (SMILES): CBO/C(C)=C\C. The HOMO energy is -9.1 eV. The total energy is -8086.236 eV. The HOMO-LUMO gap comes out at 0.3654 hartree.

---

A molecular structure, C5H11BO, computed with ωB97M-V/def2-TZVPD.

```
18
Properties=species:S:1:pos:R:3:mulliken_charge:R:1
B -2.86 0.21 -1.69 0.2009
C 0.22 -1.49 -0.27 -0.3085
C -0.12 -0.69 0.73 0.0885
C 1.07 -1.01 -1.46 -0.8067
C -1.51 1.05 1.98 -0.9931
C -0.34 0.10 1.79 -0.1158
O -2.65 -0.53 -0.81 -0.2366
H 4.72 0.20 -1.78 0.0947
H -3.39 0.80 -2.65 0.0263
H -0.42 -2.40 -0.43 0.2579
H 2.12 -0.89 -1.32 0.2020
H 0.89 -1.58 -2.43 0.2830
H 0.68 -0.02 -1.57 0.2845
H -1.16 1.96 2.48 0.3281
H -2.32 0.69 2.49 0.3375
H -1.84 1.19 1.04 0.2070
H 0.29 -0.07 2.74 0.2458
H 4.39 -0.41 -2.14 -0.0954
```

The spin multiplicity is 1. For the energy above the lowest of the compared OMol25 structures with the same formula, charge and spin, the calculation gives 68.66 kcal/mol. The HOMO energy is -8.8 eV. The total energy is -8084.201 eV. The HOMO-LUMO gap comes out at 0.3456 hartree.